[1]
This record from the OMol25 dataset describes a cluster of 3 separate species, C35H63BI2N3O3 in total in a non-equilibrium geometry. The level of theory is ωB97M-V/def2-TZVPD.

E: -2381.5773 Eh
HOMO level (alpha / beta): -5.3 / -5.3 eV
Expectation value of S²: 2.008
Spin multiplicity: 3
HOMO-LUMO gap (alpha / beta): 7.29 / 7.08 eV
Total charge: -1
LUMO energy (alpha / beta): 1.9 / 1.7 eV

Atoms and positions in Å:
C (-3.29, -2.05, -3.19)
C (-1.87, -2.32, -2.69)
C (-1.81, -3.66, -1.95)
C (-1.25, -1.16, -1.90)
C (-2.16, -0.44, -0.88)
B (-1.51, -0.36, 0.64)
C (-0.95, 1.16, 1.03)
C (0.20, 1.10, 2.07)
C (1.55, 1.06, 1.41)
O (1.84, 0.27, 0.58)
N (2.55, 2.07, 1.76)
C (3.14, 1.92, 3.07)
C (2.47, 2.16, 4.27)
C (3.12, 2.02, 5.50)
C (4.46, 1.62, 5.54)
C (5.13, 1.37, 4.35)
C (4.48, 1.52, 3.13)
C (-2.53, -0.84, 1.86)
I (-4.45, 0.16, 1.81)
C (-2.66, -2.37, 1.88)
C (-3.87, -2.99, 1.20)
I (-2.59, -3.10, 3.95)
H (-3.99, -2.18, -2.37)
H (-3.41, -1.03, -3.54)
H (-3.56, -2.75, -3.97)
H (-1.25, -2.46, -3.58)
H (-1.76, -4.47, -2.67)
H (-2.68, -3.82, -1.31)
H (-0.89, -3.70, -1.37)
H (-0.91, -0.43, -2.64)
H (-0.35, -1.54, -1.42)
H (-2.29, 0.58, -1.24)
H (-3.16, -0.87, -0.85)
H (-0.56, -1.12, 0.71)
H (-0.59, 1.68, 0.15)
H (-1.77, 1.72, 1.47)
H (0.08, 0.23, 2.71)
H (0.15, 1.99, 2.70)
H (2.09, 2.97, 1.72)
H (1.45, 2.48, 4.28)
H (2.59, 2.22, 6.42)
H (4.97, 1.52, 6.48)
H (6.17, 1.08, 4.36)
H (4.99, 1.33, 2.20)
H (-2.12, -0.54, 2.82)
H (-1.77, -2.78, 1.42)
H (-4.77, -2.80, 1.76)
H (-3.73, -4.07, 1.16)
H (-3.95, -2.62, 0.18)
C (10.61, 1.02, 1.63)
C (9.23, 1.31, 0.99)
C (9.39, 1.89, -0.41)
C (9.89, 3.33, -0.43)
C (9.01, 4.22, 0.45)
C (8.86, 3.68, 1.87)
N (8.44, 2.25, 1.85)
O (7.18, 2.16, 1.60)
C (10.18, 3.87, 2.65)
C (7.81, 4.50, 2.62)
C (8.49, -0.02, 0.91)
H (10.89, -0.02, 1.49)
H (11.42, 1.62, 1.19)
H (10.60, 1.20, 2.70)
H (8.43, 1.85, -0.93)
H (10.08, 1.25, -0.98)
H (10.93, 3.39, -0.11)
H (9.87, 3.71, -1.46)
H (9.42, 5.23, 0.49)
H (8.02, 4.30, -0.01)
H (10.12, 3.39, 3.63)
H (10.36, 4.93, 2.81)
H (11.05, 3.48, 2.13)
H (6.86, 4.51, 2.10)
H (8.15, 5.53, 2.72)
H (7.64, 4.09, 3.62)
H (8.33, -0.44, 1.90)
H (9.10, -0.72, 0.33)
H (7.53, 0.07, 0.41)
C (-10.54, -2.47, -2.85)
C (-9.11, -2.91, -2.45)
C (-8.68, -2.20, -1.16)
C (-8.36, -0.72, -1.36)
C (-7.34, -0.53, -2.49)
C (-7.77, -1.20, -3.79)
N (-8.14, -2.63, -3.55)
O (-7.10, -3.37, -3.45)
C (-8.94, -0.42, -4.42)
C (-6.63, -1.14, -4.80)
C (-9.16, -4.41, -2.20)
H (-11.28, -3.18, -2.48)
H (-10.82, -1.50, -2.44)
H (-10.66, -2.43, -3.93)
H (-7.79, -2.70, -0.76)
H (-9.47, -2.32, -0.41)
H (-9.27, -0.15, -1.57)
H (-7.95, -0.31, -0.43)
H (-7.18, 0.54, -2.67)
H (-6.38, -0.94, -2.17)
H (-9.33, -0.95, -5.30)
H (-8.58, 0.56, -4.76)
H (-9.76, -0.23, -3.74)
H (-5.72, -1.58, -4.41)
H (-6.42, -0.10, -5.05)
H (-6.90, -1.66, -5.72)
H (-9.44, -4.95, -3.11)
H (-9.91, -4.62, -1.44)
H (-8.21, -4.80, -1.84)

Atomic partial charges in e from the Löwdin method, atoms 1 to 8:
1 C -0.10
2 C -0.43
3 C -0.07
4 C -0.20
5 C -0.17
6 B -0.66
7 C -0.16
8 C -0.15

[2]
This record from the OMol25 dataset describes a cluster of 6 separate species, H11O5S in total in a non-equilibrium geometry. The level of theory is ωB97M-V/def2-TZVPD.

E: -781.0401 Eh
HOMO level: -4.4 eV
ΔE to the lowest compared entry with this formula, charge and spin: 29.8 kcal per mole
HOMO-LUMO gap: 7.19 eV
Total charge: -1
LUMO energy: 2.8 eV

Atoms and positions in Å:
S (-0.71, 0.32, -1.47)
H (-0.96, -1.06, -1.47)
H (0.99, 1.64, -2.06)
H (1.18, 3.23, -1.93)
O (1.52, 2.42, -2.34)
H (2.22, 0.36, 4.45)
H (2.93, -1.00, 4.37)
O (3.01, -0.11, 4.71)
H (1.81, -1.65, -1.41)
H (2.79, -2.27, -0.47)
O (2.63, -2.16, -1.42)
H (-2.67, -1.19, 0.50)
H (-1.44, -0.43, 0.50)
O (-2.19, -0.65, 1.14)
H (-4.12, 0.31, -0.67)
H (-3.01, 1.17, -1.21)
O (-3.98, 1.09, -1.22)

Atomic partial charges in e from the Löwdin method, atoms 1 to 8:
1 S 0.13
2 H -0.30
3 H -0.14
4 H 0.01
5 O -0.15
6 H 0.04
7 H 0.03
8 O -0.06

[3]
This record from the OMol25 dataset describes a structure of composition C26H34OPdSSi2Te in a non-equilibrium geometry. The level of theory is ωB97M-V/def2-TZVPD.

E: -2459.3811 Eh
HOMO level: 0.6 eV
ΔE to the lowest compared entry with this formula, charge and spin: 39.8 kcal per mole
HOMO-LUMO gap: 3.69 eV
Total charge: -2
LUMO energy: 4.3 eV

Atoms and positions in Å:
Pd (0.62, -0.56, 0.62)
C (-0.90, -4.04, 0.76)
Si (-0.37, -2.48, -0.31)
C (-1.71, -2.58, -1.74)
C (1.21, -3.19, -1.24)
C (1.04, -4.36, -1.98)
C (2.08, -4.95, -2.67)
C (3.33, -4.35, -2.64)
C (3.51, -3.20, -1.90)
C (2.48, -2.60, -1.19)
Si (2.84, -0.96, -0.14)
C (4.57, -1.42, 0.69)
C (3.52, 0.15, -1.62)
H (-0.98, -4.94, 0.16)
H (-1.86, -3.86, 1.24)
H (-0.17, -4.21, 1.54)
H (-1.79, -3.57, -2.19)
H (-1.47, -1.87, -2.53)
H (-2.69, -2.31, -1.35)
H (0.07, -4.84, -2.01)
H (1.92, -5.87, -3.23)
H (4.16, -4.79, -3.19)
H (4.50, -2.75, -1.88)
H (5.33, -1.70, -0.04)
H (4.47, -2.24, 1.40)
H (4.97, -0.56, 1.24)
H (4.34, -0.32, -2.17)
H (3.88, 1.12, -1.27)
H (2.72, 0.35, -2.33)
O (-0.57, -0.97, 2.98)
S (-0.60, 0.31, 3.69)
C (0.77, 0.32, 4.97)
C (1.99, 0.92, 4.30)
C (1.45, 2.06, 3.45)
C (0.39, 1.41, 2.60)
H (0.91, -0.71, 5.31)
H (0.43, 0.94, 5.80)
H (2.45, 0.17, 3.65)
H (2.74, 1.25, 5.03)
H (2.23, 2.52, 2.83)
H (1.02, 2.84, 4.10)
H (0.87, 0.70, 1.80)
H (-0.27, 2.13, 2.11)
Te (-0.77, 0.95, -0.97)
C (-2.83, 0.95, -0.30)
C (-3.84, 0.37, -1.08)
C (-5.16, 0.42, -0.68)
C (-5.51, 1.05, 0.51)
C (-4.52, 1.61, 1.29)
C (-3.20, 1.55, 0.89)
C (-1.29, 3.10, -1.57)
C (-1.51, 3.38, -2.92)
C (-1.55, 4.68, -3.40)
C (-1.34, 5.75, -2.54)
C (-1.08, 5.49, -1.20)
C (-1.05, 4.19, -0.74)
H (-3.57, -0.10, -2.01)
H (-5.93, -0.03, -1.30)
H (-6.54, 1.09, 0.82)
H (-4.78, 2.10, 2.22)
H (-2.43, 1.98, 1.52)
H (-1.67, 2.55, -3.60)
H (-1.75, 4.86, -4.45)
H (-1.38, 6.76, -2.92)
H (-0.92, 6.33, -0.53)
H (-0.83, 4.02, 0.31)

Atomic partial charges in e from the Löwdin method, atoms 1 to 8:
1 Pd -0.10
2 C -0.25
3 Si 0.48
4 C -0.28
5 C -0.31
6 C -0.15
7 C -0.14
8 C -0.14